ORCA calculation (the ωB97M-V functional and the def2-TZVPD basis) on 2 unconnected molecules or ions with the total composition C2H10N2 in a non-equilibrium geometry.

SMILES = CN.CN
ΔE to the lowest compared entry with this formula, charge and spin = 0.696 eV
HOMO-LUMO gap = 9.3 eV
Max |F| = 0.0268 Eh/bohr
DFT total energy = -191.67181 Ha
LUMO level = 1.1 eV

Atoms and positions in Å:
C1 -0.230 -1.086 -1.979
N1 -0.729 0.095 -1.328
H1 -0.918 -1.942 -1.949
H2 -0.006 -0.843 -3.017
H3 0.694 -1.438 -1.514
H4 -0.696 0.251 -0.320
H5 -1.479 0.596 -1.762
C2 1.050 0.827 1.572
N2 -0.319 0.329 1.728
H6 1.588 0.761 2.517
H7 1.514 0.328 0.725
H8 0.950 1.864 1.253
H9 -0.998 0.911 2.171
H10 -0.421 -0.652 1.901

Here are the natural (NBO) charges for atoms 1 to 5, given in e: atom 1 (C): -0.3984, atom 2 (N): -0.9066, atom 3 (H): 0.1557, atom 4 (H): 0.1867, atom 5 (H): 0.1845

ORCA calculation (the ωB97M-V functional and the def2-TZVPD basis) on C9H14N4O3 in the gas phase in a non-equilibrium geometry.

SMILES = C[C@H](NC(=O)[C@@H](N)Cc1c[nH]cn1)C(=O)O
ΔE to the lowest compared entry with this formula, charge and spin = 3.205 eV
HOMO-LUMO gap = 9.1 eV
Max |F| = 0.1180 Eh/bohr
DFT total energy = -796.04530 Ha
LUMO level = 0.4 eV

Atoms and positions in Å:
C1 1.073 2.560 1.150
C2 0.252 1.428 0.333
N1 1.225 1.055 -0.775
C3 2.018 -0.057 -0.834
O1 2.863 -0.060 -1.672
C4 1.757 -1.326 0.166
N2 1.650 -1.091 1.626
C5 0.699 -2.259 -0.596
C6 -0.744 -1.865 -0.448
C7 -1.477 -1.296 -1.451
N3 -2.685 -0.896 -0.768
C8 -2.599 -1.331 0.492
N4 -1.453 -1.826 0.702
C9 -1.050 1.948 -0.363
O2 -1.023 2.439 -1.471
O3 -2.203 1.778 0.445
H1 1.207 3.281 0.317
H2 0.523 3.102 2.012
H3 2.063 2.131 1.571
H4 -0.064 0.533 1.031
H5 1.320 1.661 -1.527
H6 2.701 -1.834 0.007
H7 2.356 -1.288 2.242
H8 0.706 -1.466 1.977
H9 0.531 -3.350 -0.187
H10 0.999 -2.191 -1.598
H11 -0.947 -0.785 -2.296
H12 -3.431 -0.348 -1.105
H13 -3.426 -1.087 1.066
H14 -2.840 2.441 -0.046

Here are the natural (NBO) charges for atoms 1 to 5, given in e: atom 1 (C): -0.6103, atom 2 (C): -0.1682, atom 3 (N): -0.6389, atom 4 (C): 0.6808, atom 5 (O): -0.6155

ORCA calculation (the ωB97M-V functional and the def2-TZVPD basis) on a molecular structure, C27H52AuP2Si in a non-equilibrium geometry.

ΔE to the lowest compared entry with this formula, charge and spin = 7.349 eV
HOMO-LUMO gap (alpha / beta) = 3.9 / 3.9 eV
Max |F| = 0.0827 Eh/bohr
Expectation value of S² = 2.02
DFT total energy = -2167.34917 Ha
LUMO level (alpha / beta) = -5.4 / -5.3 eV
Charge = +1
2S+1 = 3

Atoms and positions in Å:
Au1 0.744 -1.385 -0.607
C1 -0.053 3.143 2.392
C2 -0.490 3.689 1.156
C3 -1.886 1.943 1.688
C4 -0.909 2.055 2.720
C5 -1.621 2.952 0.721
C6 1.049 3.666 3.232
H1 1.855 4.083 2.612
H2 1.471 2.871 3.861
H3 0.691 4.466 3.900
C7 -0.830 1.242 3.953
H4 0.210 1.177 4.307
H5 -1.201 0.221 3.783
H6 -1.429 1.685 4.768
C8 -3.034 1.015 1.665
H7 -3.898 1.416 2.223
H8 -2.765 0.055 2.127
H9 -3.369 0.836 0.634
C9 -2.441 3.257 -0.474
H10 -3.168 4.060 -0.267
H11 -3.006 2.376 -0.798
H12 -1.808 3.587 -1.309
C10 0.086 4.872 0.478
H13 -0.349 5.809 0.868
H14 -0.116 4.836 -0.601
H15 1.175 4.924 0.626
C11 2.552 -2.061 -1.100
C12 3.438 -0.901 -0.646
C13 3.936 0.040 -1.766
C14 2.926 0.446 -2.839
C15 1.414 0.336 -2.500
C16 0.774 -0.906 -3.203
C17 1.748 -2.094 -3.570
C18 2.765 -2.548 -2.519
H16 4.789 -0.440 -2.275
H17 3.148 -0.122 -3.761
H18 4.367 0.945 -1.313
H19 3.791 -2.323 -2.841
H20 2.636 -2.900 -0.386
H21 4.354 -1.350 -0.221
H22 2.724 -3.641 -2.461
H23 1.128 -2.963 -3.843
H24 0.704 -0.471 -4.222
H25 2.334 -1.809 -4.464
H26 3.137 1.492 -3.126
H27 0.956 1.215 -3.006
P1 2.666 -0.033 0.811
C19 3.552 -0.701 2.233
C20 2.782 1.766 0.651
P2 -2.019 -0.650 -4.198
C21 -0.704 -1.317 -3.149
C22 -2.253 0.962 -3.242
C23 -3.109 -2.109 -3.745
H28 2.870 -1.411 2.724
H29 3.781 0.109 2.938
H30 4.479 -1.209 1.928
H31 2.955 2.135 -0.369
H32 3.560 2.161 1.319
H33 1.811 2.173 0.977
H34 -2.632 -3.012 -4.157
H35 -4.115 -2.033 -4.171
H36 -3.166 -2.236 -2.658
H37 -0.914 -2.278 -2.631
H38 1.171 0.589 -1.449
H39 -3.173 0.986 -2.646
H40 -2.265 1.830 -3.916
H41 -1.392 1.071 -2.572
C24 -1.738 -4.585 2.081
Si1 -1.853 -2.729 1.822
C25 -3.193 -2.429 0.527
C26 -2.484 -2.133 3.520
C27 -0.210 -1.924 1.315
H42 -2.689 -4.987 2.457
H43 -0.967 -4.842 2.816
H44 -1.505 -5.111 1.148
H45 -4.064 -3.076 0.727
H46 -3.549 -1.388 0.511
H47 -2.800 -2.680 -0.470
H48 -1.660 -1.857 4.190
H49 -3.196 -1.299 3.497
H50 -3.013 -2.968 4.008
H51 -0.079 -0.989 1.887
H52 0.588 -2.594 1.688

Here are the Löwdin charges for atoms 1 to 5, given in e: atom 1 (Au): 0.9051, atom 2 (C): -0.2279, atom 3 (C): -0.1970, atom 4 (C): -0.1607, atom 5 (C): -0.1967